[1]
# C42H41AlAsN3PS

C42H41AlAsN3PS as an isolated structure (ωB97M-V with the def2-TZVPD basis set, the Open Molecules 2025 dataset).

ORCA input file:
```
! RIJCOSX wB97M-V def2-TZVPD def2/J DEFGRID3
* xyz 1 1
Al 0.170 -0.281 -1.318
C 1.605 -0.308 -5.419
C 0.951 -0.735 -4.253
N 1.153 -0.166 -3.083
C 2.038 0.882 -2.975
C 2.741 1.357 -4.094
C 2.488 0.731 -5.337
C 3.651 2.426 -3.925
C 3.824 2.965 -2.684
C 3.115 2.482 -1.558
C 2.221 1.449 -1.671
N 1.515 0.823 -0.621
C 2.314 0.183 0.359
C 3.128 0.770 1.280
C 3.891 -0.023 2.182
C 3.832 -1.384 2.159
C 3.001 -2.033 1.209
C 2.861 -3.432 1.100
C 2.046 -3.965 0.140
C 1.343 -3.102 -0.707
N 1.439 -1.788 -0.629
C 2.260 -1.244 0.320
H 1.398 -0.803 -6.357
H 0.249 -1.562 -4.281
H 2.998 1.092 -6.224
H 4.197 2.799 -4.783
H 4.518 3.784 -2.549
H 3.284 2.937 -0.591
H 3.181 1.848 1.353
H 4.525 0.475 2.905
H 4.408 -1.981 2.858
H 3.388 -4.076 1.796
H 1.920 -5.034 0.039
H 0.680 -3.496 -1.468
S -1.674 -1.525 -1.020
C -2.786 -1.214 0.334
C -4.139 -1.351 0.024
C -5.095 -1.210 1.017
C -4.704 -0.916 2.319
C -3.355 -0.780 2.619
C -2.381 -0.935 1.635
As -0.466 -0.798 1.972
C -0.124 -2.595 2.639
C 0.905 -2.832 3.547
C 1.221 -4.131 3.930
C 0.517 -5.204 3.399
C -0.503 -4.974 2.484
C -0.820 -3.676 2.101
C -0.434 0.249 3.611
C -0.700 -0.247 4.886
C -0.706 0.606 5.982
C -0.445 1.960 5.815
C -0.170 2.462 4.549
C -0.161 1.608 3.453
H -4.434 -1.572 -0.996
H -6.144 -1.331 0.773
H -5.445 -0.794 3.099
H -3.058 -0.543 3.633
H 1.469 -2.003 3.959
H 2.012 -4.301 4.649
H 0.758 -6.216 3.703
H -1.057 -5.806 2.068
H -1.618 -3.511 1.386
H -0.908 -1.300 5.029
H -0.923 0.213 6.968
H -0.451 2.622 6.671
H 0.042 3.516 4.417
H 0.066 1.998 2.468
C -0.938 4.356 -3.758
C -0.137 3.210 -3.138
P -1.131 1.857 -2.385
C -2.265 1.485 -3.793
C -3.136 0.233 -3.698
C -2.166 2.803 -1.179
C -2.227 2.221 0.235
H -0.258 5.149 -4.073
H -1.647 4.793 -3.053
H -1.492 4.034 -4.640
H 0.528 3.585 -2.357
H 0.503 2.755 -3.897
H -1.628 1.431 -4.681
H -2.900 2.364 -3.909
H -2.543 -0.676 -3.618
H -3.760 0.152 -4.590
H -3.794 0.264 -2.828
H -3.171 2.899 -1.591
H -1.735 3.803 -1.136
H -2.885 1.359 0.278
H -2.603 2.961 0.943
H -1.238 1.908 0.578
*
```

Computed properties:
* energy relative to the best compared isomer or geometry (same formula, charge and spin): 0.140 eV
* Kohn-Sham gap: 7.06 eV
* F_max: 0.722 eV/A
* E_LUMO: -3.1 eV

[2]
# C4H14O4

A 3-piece molecular cluster, C4H14O4 overall in a non-equilibrium geometry (ωB97M-V with the def2-TZVPD basis set, the Open Molecules 2025 dataset).

ORCA input file:
```
! RIJCOSX wB97M-V def2-TZVPD def2/J DEFGRID3
* xyz 1 2
C 1.644 -1.197 -1.308
O 1.164 -2.116 -2.269
C 0.430 -0.622 -0.635
C 0.649 0.736 0.036
C 1.167 0.434 1.479
O 0.077 0.234 2.387
H 2.183 -1.622 -0.517
H 2.288 -0.463 -1.938
H 0.349 -1.715 -2.686
H 0.108 -1.255 0.195
H -0.304 -0.603 -1.388
H -0.323 1.285 -0.172
H 1.473 1.298 -0.368
H 1.664 1.300 1.970
H 1.820 -0.437 1.481
H -0.206 -0.692 2.426
H -2.581 0.874 2.990
H -1.489 0.946 1.817
O -2.456 0.827 2.024
H -2.608 1.183 -1.067
H -2.882 0.695 -2.549
O -2.167 0.909 -1.909
*
```

Computed properties:
* energy relative to the best compared isomer or geometry (same formula, charge and spin): 2.388 eV
* Kohn-Sham gap (alpha / beta): 10.29 / 3.45 eV
* F_max: 2.357 eV/A
* expectation value of S²: 0.75
* E_LUMO (alpha / beta): -3.5 / -10.3 eV

[3]
# C22H23B2CrF2N7O6S2

C22H23B2CrF2N7O6S2 as an isolated structure in a non-equilibrium geometry (ωB97M-V with the def2-TZVPD basis set, the Open Molecules 2025 dataset).

ORCA input file:
```
! RIJCOSX wB97M-V def2-TZVPD def2/J DEFGRID3
* xyz -1 4
Cr 0.031 -0.550 -0.651
C 1.054 3.587 -0.712
N 1.836 3.020 0.349
C 3.109 3.381 0.695
C 3.488 2.558 1.704
N 2.466 1.697 1.980
B 2.463 0.788 3.241
N 2.105 -0.694 2.934
C 1.482 -1.496 3.843
C 1.502 -2.779 3.390
N 2.147 -2.754 2.189
C 2.440 -3.895 1.367
C 2.502 -1.476 1.932
S 3.455 -1.012 0.561
C 1.474 1.975 1.131
S -0.058 1.234 1.037
H 1.225 4.664 -0.753
H -0.002 3.392 -0.515
H 1.327 3.140 -1.672
H 3.612 4.196 0.214
H 4.402 2.525 2.259
H 1.644 1.209 3.994
H 3.569 0.800 3.678
H 1.079 -1.088 4.747
H 1.070 -3.682 3.783
H 1.816 -4.725 1.692
H 3.496 -4.161 1.459
H 2.232 -3.666 0.321
O -2.558 -5.847 3.448
C -1.512 -5.280 3.205
O -0.349 -5.407 3.636
C -1.407 -4.103 2.198
C -1.443 -2.788 2.669
C -0.919 -1.771 1.906
N -0.409 -1.952 0.678
C -0.474 -3.207 0.176
C -0.912 -4.292 0.909
C -0.167 -3.265 -1.303
O -0.046 -4.326 -1.892
O -0.122 -2.091 -1.814
H -1.847 -2.570 3.645
H -0.904 -0.756 2.286
H -0.885 -5.274 0.463
F 2.284 0.751 -1.179
B 2.101 -0.597 -0.827
F 2.392 -1.343 -1.932
O -6.197 3.045 -3.238
C -5.275 4.082 -3.323
N -3.914 3.618 -3.511
C -3.391 2.744 -2.602
O -4.014 2.447 -1.594
C -2.046 2.206 -2.902
C -1.247 2.576 -4.000
C -0.051 1.891 -4.173
C 0.355 0.951 -3.248
N -0.345 0.682 -2.123
C -1.541 1.275 -2.013
H -5.929 2.498 -2.482
H -5.294 4.694 -2.407
H -5.560 4.699 -4.179
H -3.518 3.644 -4.435
H -1.524 3.358 -4.689
H 0.575 2.105 -5.025
H 1.278 0.405 -3.371
H -2.150 1.008 -1.154
*
```

Computed properties:
* energy relative to the best compared isomer or geometry (same formula, charge and spin): 0.000 eV
* Kohn-Sham gap (alpha / beta): 6.70 / 5.77 eV
* F_max: 2.952 eV/A
* expectation value of S²: 3.90
* E_LUMO (alpha / beta): 1.1 / 1.1 eV

[4]
# C6H8

An isolated molecule of C6H8 (ωB97M-V with the def2-TZVPD basis set, the Open Molecules 2025 dataset).

ORCA input file:
```
! RIJCOSX wB97M-V def2-TZVPD def2/J DEFGRID3
* xyz 0 1
C -0.282 1.492 -0.457
C 0.002 0.085 0.040
C -0.843 -0.989 -0.597
C -0.982 -0.718 0.868
C 1.406 -0.201 0.276
C 2.574 -0.409 0.468
H -1.351 1.723 -0.421
H 0.045 1.551 -1.502
H 0.255 2.264 0.096
H -0.374 -1.902 -0.937
H -1.625 -0.614 -1.254
H -1.889 -0.244 1.230
H -0.547 -1.442 1.553
H 3.612 -0.597 0.638
*
```

Computed properties:
* SMILES string: C#CC1(C)CC1
* energy relative to the best compared isomer or geometry (same formula, charge and spin): 1.728 eV
* Kohn-Sham gap: 10.47 eV
* F_max: 0.298 eV/A
* E_LUMO: 1.1 eV